Molecular formula: C14H14O3Zn
Method: DFT, ωB97M-V/def2-TZVPD

Structure (XYZ):
```
32
Properties=species:S:1:pos:R:3:forces:R:3:lowdin_charge:R:1
C -1.2799 2.1399 -3.5750 -0.312 -0.178 0.375 -0.1006
C -1.0767 0.6857 -3.0608 0.162 0.297 -0.725 -0.2439
C 0.3829 0.1767 -3.3867 -1.349 0.113 1.269 -0.1328
C 1.2100 0.1455 -2.0725 0.739 1.634 -1.872 -0.1224
O 1.2477 -1.2133 -1.4843 -0.671 0.522 0.542 -0.0154
C 0.6694 -1.1893 -0.2923 0.677 -0.216 -0.116 -0.3094
C -0.5866 -1.7427 -0.0709 -1.212 -0.472 0.854 0.0654
C -1.1907 -1.6729 1.1935 0.798 0.217 0.025 0.1351
C -0.5146 -1.0305 2.2917 -0.174 0.243 0.281 -0.0376
C 0.7360 -0.4903 2.1208 0.044 0.101 0.206 -0.1340
C 1.3903 -0.5475 0.8331 1.072 -2.044 0.902 0.0025
C 1.4175 0.1915 3.3183 -0.640 0.466 0.497 -0.3067
O 2.6023 0.0817 3.5227 -0.069 -0.337 -0.708 0.1281
C 0.4633 0.9505 4.2210 0.479 -0.282 -0.785 0.0524
C -0.7405 0.4159 4.4119 -0.224 -0.104 -0.168 0.0622
C -1.1308 -0.8781 3.7077 -0.207 0.519 0.076 -0.2843
O -1.8587 -1.7058 4.1824 0.299 0.288 -0.545 0.1882
H -0.3816 2.7582 -3.4090 -0.281 -0.223 -0.240 0.0781
H -2.1038 2.6435 -3.0419 0.247 -0.281 -0.235 0.0791
H -1.5594 2.1099 -4.6385 0.378 0.211 0.307 0.0876
H -1.8171 0.0530 -3.5779 0.215 0.125 0.497 0.1103
H -1.2661 0.6789 -1.9711 0.004 -0.291 -0.371 0.0879
H 0.3543 -0.8354 -3.8137 0.269 0.423 -0.087 0.1236
H 0.7949 0.9242 -4.0825 0.319 -0.636 0.208 0.1230
H 0.7745 0.8833 -1.3750 0.135 -0.539 0.049 0.1313
H 2.2260 0.5029 -2.3130 -0.105 -0.725 0.478 0.1385
H -1.1755 -2.2175 -0.8606 0.566 0.252 -0.037 0.1600
H -2.1834 -2.1074 1.3612 0.377 0.167 -0.059 0.1615
H 2.3947 -0.1133 0.7007 -0.756 0.656 -0.313 0.1174
H 0.7845 1.8918 4.6769 0.104 -0.515 -0.012 0.1479
H -1.4498 0.9156 5.0811 0.080 -0.577 -0.183 0.1503
Zn 2.8668 -2.4048 1.4026 -0.963 1.187 -0.111 1.3565
```
Positions in Å, forces in eV/Å.

Values from the calculation:
**Total charge**: +2
**F_max**: 2.59 eV/A
**HOMO-LUMO gap**: 0.1634 hartree


Molecular formula: C3H7N3
Method: DFT, ωB97M-V/def2-TZVPD

Structure (XYZ):
```
13
Properties=species:S:1:pos:R:3:forces:R:3:lowdin_charge:R:1
H -0.3740 1.6321 2.0793 0.081 -0.392 -0.025 0.0580
N -1.2327 1.1918 1.7408 -0.605 0.121 0.011 0.1107
C -1.0436 0.1961 0.9976 -0.001 -0.246 -1.226 -0.2127
C 0.2549 -0.4241 0.5912 -0.063 -0.610 0.226 -0.4798
N 1.1812 -0.8115 1.3652 0.328 -0.029 0.059 0.1475
H 1.0038 -0.6198 2.3485 -0.183 0.174 -0.093 0.0493
N 0.2338 -0.8440 -0.7359 0.751 -0.215 -0.171 -0.0591
C 0.2131 0.1782 -1.7706 -0.227 0.218 -0.063 -0.1015
H -1.8350 -0.3447 0.3965 0.109 0.876 1.190 0.1291
H 1.0055 -1.4851 -0.8905 -0.059 0.023 0.131 0.1179
H 1.1595 0.7279 -1.8415 -0.078 0.005 0.055 0.0829
H -0.5831 0.8911 -1.5436 0.036 -0.005 -0.175 0.0781
H 0.0167 -0.2880 -2.7371 -0.089 0.080 0.080 0.0795
```
Positions in Å, forces in eV/Å.

Values from the calculation:
**F_max**: 1.48 eV/A
**HOMO-LUMO gap**: 0.3774 hartree


Molecular formula: C26H33N4O6S2
Method: DFT, ωB97M-V/def2-TZVPD

Structure (XYZ):
```
71
Properties=species:S:1:pos:R:3:forces:R:3:lowdin_charge:R:1
C -1.8643 -3.8060 -5.2094 0.065 0.295 0.166 -0.0679
C -1.7829 -2.4517 -4.5009 -0.055 -0.192 -0.055 -0.2695
N -0.6090 -2.2445 -3.6677 0.174 -0.199 -0.043 -0.2138
C -0.4199 -3.2036 -2.5902 -0.140 -0.017 0.111 -0.2407
C -1.6036 -3.2518 -1.6315 0.243 -0.007 -0.186 -0.0639
C 0.5975 -1.9562 -4.4208 -0.013 0.340 -0.011 -0.1515
C 0.8628 -0.4379 -4.4009 0.186 -0.492 -0.300 -0.1056
N 0.7850 0.0331 -3.0313 0.377 0.033 -0.301 0.0009
C 1.8961 -0.0301 -2.2390 -0.054 0.127 0.062 -0.3875
O 2.9860 -0.3645 -2.6424 0.018 -0.096 0.095 0.1322
C 1.7114 0.4039 -0.8080 0.846 0.223 0.627 -0.1193
C 1.8692 -0.5397 0.2119 0.161 0.170 0.068 0.0131
C 1.8687 -0.1392 1.5313 0.042 -0.324 -0.158 -0.0452
C 1.7619 1.2147 1.8125 -0.184 0.325 0.969 -0.3194
S 1.7663 1.7389 3.4893 0.629 0.133 -0.529 0.7963
O 1.2190 3.0307 3.6975 -0.097 0.196 -0.325 -0.2286
O 1.5715 0.6911 4.4225 -0.044 -0.363 -0.197 -0.2291
N 3.6549 2.1938 3.6738 -0.838 0.103 -0.383 -0.1147
C 3.8828 2.8510 4.9808 0.029 0.104 0.959 -0.1030
C 3.9452 1.8037 6.0981 -0.108 0.193 0.008 -0.1686
O 4.9232 0.8353 5.8108 0.186 0.021 0.109 -0.0976
C 4.6026 0.1314 4.6404 -0.020 -0.054 -0.278 -0.1734
C 4.5935 1.0815 3.4347 0.442 -0.863 0.173 -0.0957
C 1.6650 2.1775 0.8184 0.002 0.168 -0.203 -0.0343
C 1.6585 1.7682 -0.4979 0.186 -0.124 0.065 0.0134
C -0.4424 0.2213 -2.4541 -1.147 0.338 0.550 -0.5449
N -0.5952 0.1792 -1.1752 0.285 -0.507 -0.452 0.1161
C -1.8649 0.5071 -0.7985 -1.005 0.351 -0.357 -0.3008
C -2.3519 0.5251 0.5007 -0.158 0.070 -0.135 0.0778
C -3.6769 0.8605 0.7216 -0.035 -0.031 -0.151 -0.1942
C -4.5189 1.2055 -0.3569 0.252 0.000 -0.022 -0.1963
C -4.0421 1.1708 -1.6603 -0.116 -0.017 0.233 0.0098
C -2.7242 0.8221 -1.8728 0.265 -0.064 0.304 -0.4396
S -1.8582 0.6999 -3.3800 0.218 0.117 0.242 1.1427
O -5.8122 1.5852 -0.1664 0.011 -0.151 -0.263 -0.0165
C -6.1316 1.9008 1.1737 0.094 -0.055 0.555 -0.1377
C -5.5437 0.8528 2.1139 -0.507 0.143 -0.202 -0.1385
O -4.1328 0.8418 2.0079 0.300 0.080 -0.077 -0.0226
H -1.9894 -4.6152 -4.4949 -0.010 -0.131 0.044 0.0674
H -0.9665 -3.9964 -5.7935 0.071 -0.077 -0.085 0.0712
H -2.7171 -3.8107 -5.8822 -0.086 -0.067 -0.086 0.0775
H -2.6676 -2.3159 -3.8747 -0.041 0.101 -0.106 0.1039
H -1.7883 -1.6529 -5.2471 -0.105 0.021 0.043 0.1023
H 0.4623 -2.8764 -2.0301 0.024 -0.092 -0.044 0.1055
H -0.2163 -4.2172 -2.9707 0.099 0.040 0.061 0.1188
H -2.4775 -3.6957 -2.0990 -0.142 -0.059 -0.008 0.0704
H -1.8570 -2.2518 -1.2891 -0.066 0.117 0.039 0.0605
H -1.3400 -3.8563 -0.7673 -0.037 -0.087 0.091 0.0777
H 0.5283 -2.2813 -5.4634 0.069 -0.078 0.005 0.1238
H 1.4571 -2.4578 -3.9701 -0.026 -0.009 -0.054 0.1260
H 1.8616 -0.2203 -4.7812 -0.160 0.093 -0.036 0.1325
H 0.1148 0.0962 -4.9885 0.091 0.032 -0.036 0.1011
H 1.9588 -1.5844 -0.0383 0.000 -0.124 -0.013 0.1317
H 1.9383 -0.8486 2.3404 0.009 -0.174 0.045 0.1239
H 3.7546 2.8963 2.9380 0.024 -0.064 -0.005 0.1635
H 3.0652 3.5517 5.1560 0.123 0.026 -0.053 0.1302
H 4.8325 3.3931 4.9416 -0.117 -0.064 -0.173 0.1500
H 4.2483 2.2814 7.0308 -0.132 0.061 -0.125 0.1458
H 2.9640 1.3325 6.2324 0.142 0.079 0.093 0.1230
H 5.3809 -0.6219 4.5082 -0.129 0.059 -0.133 0.1455
H 3.6277 -0.3615 4.7438 0.198 -0.042 -0.011 0.1194
H 4.3007 0.5546 2.5249 0.032 0.108 0.007 0.1265
H 5.6003 1.4919 3.3052 -0.195 0.103 -0.039 0.1506
H 1.5789 3.2181 1.0884 -0.034 0.177 -0.070 0.1230
H 1.5845 2.4963 -1.2903 -0.042 0.088 -0.080 0.1379
H -1.7186 0.2702 1.3338 0.076 -0.069 0.163 0.1247
H -4.7061 1.4245 -2.4692 -0.150 0.068 -0.089 0.1291
H -7.2200 1.9239 1.2324 0.099 0.012 0.060 0.1369
H -5.7265 2.8891 1.4285 -0.072 -0.082 -0.033 0.1407
H -5.7714 1.0791 3.1557 -0.045 -0.022 -0.102 0.1355
H -5.9429 -0.1362 1.8540 0.042 0.084 0.063 0.1416
```
Positions in Å, forces in eV/Å.

Values from the calculation:
**Total charge**: +1
**F_max**: 1.32 eV/A
**HOMO-LUMO gap**: 0.2336 hartree


Molecular formula: C5H11N2O2
Method: DFT, ωB97M-V/def2-TZVPD

Structure (XYZ):
```
20
Properties=species:S:1:pos:R:3:forces:R:3:lowdin_charge:R:1
C -3.8993 -0.1724 -0.3512 -0.843 2.379 -3.786 0.1321
C 1.4327 -1.5374 0.5106 1.937 -2.961 -1.004 -0.0357
C 1.3013 0.6016 -1.9395 2.776 0.019 0.215 0.1759
C 1.0115 0.7916 1.1990 0.474 1.610 -0.851 -0.1976
C 0.6382 -0.3412 0.2899 -2.223 -1.177 2.010 -0.2643
N -2.7766 -0.3287 0.0976 -0.125 -0.595 -0.089 0.0352
N -1.7021 -0.1673 0.6033 2.387 0.767 1.939 0.1381
O 0.3365 2.0287 0.9160 2.035 0.794 0.929 -0.0764
O -0.6471 -0.7077 -0.1062 1.513 0.874 -0.009 0.0303
H -4.1600 0.5749 -1.1891 0.833 -0.517 1.286 0.1495
H -4.6434 -0.8782 -0.2922 -1.719 -1.742 1.197 0.0805
H 1.6021 -2.1449 -0.4254 -0.430 0.638 0.624 0.1244
H 1.1430 -2.3430 1.2443 -0.950 1.115 -0.521 0.1324
H 2.4450 -1.3852 0.8719 0.186 0.853 -0.195 0.0957
H 1.6657 1.5726 -1.8836 0.658 1.509 0.187 0.0150
H 1.9834 -0.2051 -1.9939 0.522 -0.621 -0.038 0.0241
H 0.3498 0.4768 -2.2037 -3.651 -0.586 -0.958 -0.0228
H 2.1464 0.9118 1.1545 -1.395 -0.258 -0.256 0.1640
H 0.8226 0.4832 2.2286 -0.288 -0.348 0.226 0.1464
H 0.9504 2.7700 1.2691 -1.698 -1.752 -0.905 0.1534
```
Positions in Å, forces in eV/Å.

Values from the calculation:
**2S+1**: 3
**Total charge**: +1
**F_max**: 4.55 eV/A
**HOMO-LUMO gap (spin up / spin down)**: 0.2028 / 0.3284 hartree